41
Properties=species:S:1:pos:R:3:forces:R:3 method="wB97M-V/def2-TZVPD" e_lumo_ha=-0.1367 charge=+1 orbital_gap_ev=6.88 e_tot_ha=-4579.2462 fmax_ev_per_a=0.52 homo_ha=-0.389
Cd 2.5840 -0.1796 -1.4163 -0.089 0.378 -0.346
O -0.9129 -2.5062 2.0859 0.046 -0.174 0.000
C 0.2850 -2.5136 2.7474 -0.107 0.065 -0.028
C 0.2726 -3.0222 4.0382 0.000 -0.016 0.085
C 1.4416 -3.0587 4.7763 0.040 -0.006 0.002
C 2.6323 -2.5887 4.2329 -0.021 0.013 -0.017
C 2.6387 -2.0803 2.9449 -0.049 0.031 0.036
C 1.4703 -2.0292 2.1894 0.046 0.013 0.080
C 1.5192 -1.5320 0.7640 0.165 0.075 -0.017
O 2.7681 -1.0664 0.3991 -0.133 -0.075 0.429
N 0.4330 -0.5201 0.5848 -0.220 -0.129 -0.216
N 0.4581 0.1079 -0.6155 0.125 -0.242 0.276
C -0.3269 1.0594 -0.9177 -0.086 0.252 -0.194
C -0.2519 1.7583 -2.2000 0.051 -0.150 0.145
Br 1.2930 1.4253 -3.3106 0.088 -0.094 0.223
C -1.1256 2.6471 -2.6695 -0.229 0.153 0.079
C -2.4243 2.9673 -2.0420 0.074 -0.059 -0.085
C -2.8184 4.3028 -1.9514 0.042 0.052 0.001
C -4.0283 4.6353 -1.3657 0.020 0.003 -0.010
C -4.8713 3.6375 -0.8930 -0.003 0.003 -0.008
C -4.5053 2.3048 -1.0132 0.035 -0.003 -0.021
C -3.2874 1.9690 -1.5861 0.035 -0.017 0.015
H -0.7975 -2.1586 1.1951 -0.010 0.101 -0.004
H -0.6642 -3.3880 4.4398 0.041 0.016 -0.012
H 1.4237 -3.4610 5.7818 0.004 0.015 -0.037
H 3.5487 -2.6218 4.8075 -0.035 0.003 -0.012
H 3.5500 -1.7111 2.4956 -0.006 -0.016 0.007
H 1.2144 -2.3606 0.1027 -0.010 -0.076 -0.102
H 0.1648 0.0293 1.3927 0.142 0.139 0.020
H -1.0829 1.4170 -0.2228 -0.059 0.026 -0.013
H -0.8713 3.1935 -3.5720 -0.037 -0.002 0.021
H -2.1653 5.0817 -2.3289 -0.036 -0.022 0.014
H -4.3183 5.6744 -1.2857 0.001 -0.012 -0.003
H -5.8229 3.8989 -0.4484 0.026 -0.003 -0.006
H -5.1748 1.5248 -0.6752 0.017 0.006 -0.003
H -3.0250 0.9262 -1.7208 0.007 0.009 0.017
Cl 4.8642 -0.8307 -2.6889 0.047 -0.106 -0.141
C 4.2456 -2.4855 -2.9920 -0.093 0.075 0.063
Cl 2.4819 -2.5553 -2.7582 0.150 -0.211 -0.246
H 4.7173 -3.1537 -2.2852 0.011 -0.015 0.090
H 4.4679 -2.7373 -4.0190 0.007 0.001 -0.082


41
Properties=species:S:1:pos:R:3:forces:R:3 method="wB97M-V/def2-TZVPD" e_lumo_ha="0.1020 / 0.0629" spin_multiplicity=2 charge=-1 orbital_gap_ev="6.61 / 5.95" e_tot_ha=-2603.7677 fmax_ev_per_a=0.42 s_squared=0.757 homo_ha="-0.141 / -0.156"
Hg -0.0684 2.3619 -1.8381 0.036 -0.303 0.288
Cl 4.4152 4.0862 0.9132 -0.001 0.017 0.015
C 2.8238 4.0133 1.6207 -0.012 -0.119 0.009
C 2.6327 4.5769 2.8790 -0.083 -0.003 -0.067
C 1.4052 4.5389 3.4874 0.096 0.059 0.077
Cl 1.2156 5.2623 5.0738 -0.014 -0.011 -0.013
C 0.3062 3.9349 2.8457 -0.047 -0.014 -0.117
C -0.9989 3.8729 3.3834 -0.021 -0.001 -0.003
C -2.0021 3.2760 2.6734 -0.034 -0.056 0.011
C -1.7141 2.7505 1.4017 0.109 0.001 0.014
N -0.5144 2.7958 0.8781 -0.173 0.043 -0.188
C 0.5029 3.3584 1.5603 0.012 0.059 0.052
C 1.8089 3.3476 0.8906 0.151 0.102 -0.041
O 1.9939 2.7945 -0.2237 -0.194 0.073 -0.108
H 3.4669 5.0576 3.3725 0.002 -0.019 0.013
H -1.1905 4.3113 4.3535 0.014 -0.027 0.023
H -3.0059 3.2022 3.0722 0.006 0.043 -0.002
H -2.4878 2.2839 0.7989 -0.009 0.012 0.027
C -1.7392 -3.1616 -3.8851 0.010 0.186 -0.009
Si -0.8093 -3.5401 -2.3061 -0.125 -0.162 -0.059
C -1.9917 -4.5417 -1.2350 0.035 -0.075 0.026
C 0.6385 -4.6352 -2.8045 0.032 -0.060 0.062
C -0.1457 -2.1335 -1.2509 -0.052 0.254 -0.061
C 0.5638 -2.4939 -0.1098 -0.046 -0.121 -0.094
C 1.1184 -1.5481 0.7414 0.032 0.006 0.071
C 0.9571 -0.2186 0.4028 -0.070 0.070 -0.057
N 0.2747 0.1674 -0.6687 0.099 -0.312 -0.010
C -0.2905 -0.7388 -1.4902 0.065 -0.091 0.096
S -1.1838 -0.0835 -2.8262 0.106 0.382 0.004
H -2.0635 -4.0988 -4.3496 0.053 -0.039 0.072
H -1.1145 -2.6179 -4.5952 -0.038 0.007 0.013
H -2.6175 -2.5457 -3.6898 0.022 -0.006 -0.027
H -2.4120 -5.3707 -1.8127 0.014 0.011 0.032
H -2.8207 -3.9142 -0.8978 0.027 -0.001 -0.009
H -1.5078 -4.9611 -0.3489 -0.007 0.038 -0.017
H 0.2810 -5.4645 -3.4225 0.015 0.010 0.025
H 1.1652 -5.0604 -1.9461 -0.010 0.037 -0.017
H 1.3635 -4.0681 -3.3937 -0.022 0.006 0.020
H 0.6949 -3.5486 0.1224 0.001 0.017 0.004
H 1.6663 -1.8326 1.6296 0.008 0.008 -0.023
H 1.3835 0.5851 0.9938 0.013 -0.021 -0.032


48
Properties=species:S:1:pos:R:3:forces:R:3 method="wB97M-V/def2-TZVPD" e_lumo_ha="-0.0510 / -0.0943" spin_multiplicity=5 charge=0 orbital_gap_ev="7.07 / 6.22" e_tot_ha=-3093.7148 fmax_ev_per_a=0.58 s_squared=6.028 homo_ha="-0.311 / -0.323"
Os -0.1194 1.3684 -1.1222 0.219 0.283 -0.455
C -3.2091 6.0438 -0.7446 -0.120 -0.020 -0.016
S -3.1596 5.1824 0.8456 0.185 -0.015 -0.064
C -2.0555 3.8722 0.4177 -0.043 0.195 -0.111
S -2.3772 2.9649 -1.0384 -0.121 -0.219 0.145
N -1.1088 3.6404 1.2629 0.157 -0.379 -0.156
N -0.2931 2.5751 0.9203 -0.259 0.241 0.209
C 0.5619 2.2482 1.8011 0.085 -0.062 0.009
C 1.4719 1.1595 1.4678 -0.052 0.052 -0.027
C 2.4445 0.7184 2.3450 0.010 -0.008 0.009
C 3.2805 -0.3171 1.9602 -0.015 0.016 -0.011
C 3.1010 -0.8892 0.7140 0.023 -0.008 -0.011
C 2.0925 -0.4120 -0.1053 -0.010 0.027 -0.011
N 1.3051 0.6055 0.2506 0.051 -0.071 0.141
H -3.8639 6.8996 -0.5913 0.001 0.001 -0.007
H -3.6193 5.4097 -1.5270 -0.002 0.010 0.012
H -2.2163 6.3859 -1.0234 0.001 -0.003 0.005
H 0.6199 2.7575 2.7584 -0.002 -0.003 -0.005
H 2.5354 1.1903 3.3137 0.005 -0.001 0.000
H 4.0543 -0.6768 2.6246 0.000 -0.001 0.002
H 3.7199 -1.7069 0.3742 -0.003 0.016 0.002
H 1.8999 -0.8558 -1.0735 0.007 0.000 -0.002
O -1.1176 4.1386 -2.6702 0.137 0.068 0.026
S -0.0194 3.2224 -3.0464 -0.161 0.294 -0.104
O 0.6949 3.6385 -4.2003 0.133 -0.163 0.033
O -0.5913 1.8031 -3.1168 -0.219 -0.138 0.173
O 0.8792 3.0068 -1.8005 0.094 -0.007 0.169
C -0.7825 -3.7638 -1.8397 -0.005 -0.010 -0.008
C 0.0524 -3.7182 -0.5908 -0.009 0.021 0.013
C 1.4112 -4.0212 -0.6503 0.014 -0.009 0.006
C 2.1833 -4.0436 0.4965 -0.029 -0.019 -0.002
Cl 3.8775 -4.4381 0.3778 0.015 -0.012 0.000
C 1.6361 -3.7558 1.7345 0.000 -0.003 0.004
C 0.2921 -3.4344 1.8044 0.002 -0.007 -0.005
C -0.4938 -3.4192 0.6598 -0.013 -0.002 0.009
O -1.8360 -3.1814 0.8439 0.018 0.027 0.004
C -2.3968 -2.0460 0.1936 -0.004 0.018 0.005
C -1.5016 -0.8146 0.3022 0.084 -0.022 0.021
O -1.1454 -0.3758 1.3771 -0.002 -0.032 -0.002
O -1.2022 -0.3020 -0.8666 -0.185 -0.032 0.029
H -0.2783 -4.3456 -2.6098 0.002 0.006 -0.002
H -0.9619 -2.7624 -2.2366 -0.002 0.003 0.001
H -1.7502 -4.2248 -1.6411 0.002 0.000 0.001
H 1.8615 -4.2733 -1.6023 -0.001 0.001 0.000
H 2.2506 -3.7818 2.6239 -0.001 0.000 0.000
H -0.1774 -3.1924 2.7480 -0.001 0.002 -0.001
H -3.3207 -1.8326 0.7302 -0.012 -0.008 -0.022
H -2.6284 -2.2466 -0.8505 0.026 -0.024 -0.002


40
Properties=species:S:1:pos:R:3:forces:R:3 method="wB97M-V/def2-TZVPD" e_lumo_ha=0.0038 charge=0 orbital_gap_ev=8.11 e_tot_ha=-1789.0505 fmax_ev_per_a=1.19 smiles="CCOc1ccc2nc(NC(=O)CCC(=O)c3cccs3)sc2c1" homo_ha=-0.294
C -2.1079 4.8560 0.3287 0.236 -0.068 -0.326
C -1.0867 5.1174 -0.7744 -0.123 0.208 0.315
O -1.0700 4.0963 -1.7525 -0.072 -0.061 -0.203
C -0.4788 2.9050 -1.4843 0.134 -0.316 0.024
C -0.6306 1.9317 -2.4868 -0.056 0.204 0.060
C -0.0717 0.6827 -2.3733 0.058 0.009 0.180
C 0.6622 0.3753 -1.2320 -0.099 0.961 0.485
N 1.2592 -0.8209 -0.9585 0.397 -0.806 -0.119
C 1.8221 -0.8320 0.1856 -0.324 1.144 0.001
N 2.4394 -1.8874 0.7894 0.613 0.034 0.582
C 2.4160 -3.2323 0.4730 0.065 0.010 -0.257
O 2.9217 -4.0116 1.2474 0.015 -0.226 0.110
C 1.7598 -3.6484 -0.8169 0.030 -0.219 -0.122
C 0.2970 -4.0861 -0.6015 -0.026 0.126 -0.219
C -0.6495 -2.9030 -0.4802 0.056 -0.562 -0.246
O -1.2787 -2.4955 -1.4334 -0.019 0.007 -0.031
C -0.7824 -2.2858 0.8322 -0.493 0.656 0.504
C -0.2673 -2.6296 2.0587 -0.162 -0.099 -0.504
C -0.6272 -1.7269 3.0719 -0.105 0.233 0.196
C -1.4146 -0.7135 2.6101 -0.095 -0.065 -0.385
S -1.7408 -0.8382 0.9363 0.332 -0.372 0.345
S 1.7261 0.6990 1.1014 -0.109 -0.392 -0.435
C 0.8040 1.3508 -0.2259 0.094 -0.463 -0.312
C 0.2474 2.6119 -0.3360 -0.128 0.376 -0.035
H -3.0979 4.7456 -0.1063 -0.098 0.007 -0.009
H -2.1177 5.6910 1.0238 -0.018 0.082 0.106
H -1.8702 3.9451 0.8726 -0.012 -0.048 0.093
H -0.0846 5.2686 -0.3544 -0.055 0.005 -0.097
H -1.3640 6.0171 -1.3305 0.117 -0.090 0.107
H -1.2089 2.2007 -3.3559 -0.074 0.034 -0.112
H -0.2039 -0.0689 -3.1331 -0.037 -0.092 -0.132
H 2.8835 -1.6860 1.6791 -0.083 -0.213 -0.159
H 1.7958 -2.8436 -1.5483 0.033 -0.190 0.009
H 2.3166 -4.5134 -1.1824 0.019 0.077 0.123
H -0.0173 -4.6501 -1.4813 -0.034 0.037 0.103
H 0.2298 -4.7293 0.2762 -0.013 -0.047 0.001
H 0.3443 -3.4963 2.2341 0.138 -0.198 -0.019
H -0.3171 -1.8233 4.0969 0.031 -0.001 0.182
H -1.8248 0.1037 3.1701 -0.078 0.162 0.161
H 0.3880 3.3243 0.4599 -0.059 0.160 0.039


38
Properties=species:S:1:pos:R:3:forces:R:3 method="wB97M-V/def2-TZVPD" e_lumo_ha=-0.0160 charge=0 orbital_gap_ev=7.45 e_tot_ha=-1638.5401 fmax_ev_per_a=0.95 smiles="CCCSC1=N/C(=C/c2ccsc2)C(=O)N1c1ccccc1" homo_ha=-0.290
C -3.0876 -1.3826 2.5766 0.191 -0.047 -0.099
C -2.1607 -1.8000 1.4412 -0.220 0.027 0.074
C -2.8188 -1.5478 0.0954 0.495 -0.036 -0.212
S -1.7676 -2.0870 -1.3079 -0.393 -0.111 -0.040
C -0.2767 -1.2420 -0.9921 0.184 -0.525 0.029
N 0.8622 -1.8353 -1.0575 -0.697 -0.560 -0.147
C 1.8361 -0.8998 -0.7423 0.769 -0.134 -0.073
C 3.1415 -1.2748 -0.7369 -0.929 0.190 -0.029
C 4.3252 -0.5395 -0.4329 0.494 0.561 0.194
C 5.6155 -1.1600 -0.4876 -0.075 0.094 0.017
C 6.6212 -0.3172 -0.1729 0.091 0.461 0.138
S 6.0395 1.2657 0.2036 -0.160 -0.575 -0.172
C 4.4279 0.7845 -0.0673 0.256 0.068 0.043
C 1.1643 0.3816 -0.4488 0.283 0.450 0.167
O 1.5903 1.4696 -0.1231 0.015 0.042 -0.002
N -0.1891 0.0952 -0.6392 0.232 -0.003 0.061
C -1.2052 1.0708 -0.6285 -0.278 0.377 -0.067
C -1.3286 1.9179 0.4658 0.039 -0.158 -0.081
C -2.3163 2.8862 0.4684 -0.040 0.033 0.028
C -3.1789 3.0077 -0.6081 -0.068 0.055 0.008
C -3.0458 2.1667 -1.7010 -0.053 -0.011 -0.008
C -2.0554 1.2023 -1.7218 0.187 0.021 0.045
H -4.0127 -1.9534 2.5454 -0.134 -0.037 0.050
H -3.3321 -0.3252 2.4979 -0.064 0.113 0.045
H -2.6078 -1.5555 3.5363 -0.031 0.014 0.137
H -1.9124 -2.8595 1.5298 0.083 0.031 -0.033
H -1.2290 -1.2336 1.5099 0.034 -0.055 -0.033
H -3.0787 -0.4980 -0.0343 -0.118 -0.067 0.055
H -3.7190 -2.1517 -0.0174 -0.047 0.006 -0.030
H 3.3006 -2.3114 -1.0094 -0.077 -0.065 -0.024
H 5.7581 -2.1920 -0.7535 0.053 -0.201 -0.050
H 7.6739 -0.5139 -0.1344 0.206 -0.113 -0.012
H 3.6301 1.4903 0.0510 -0.193 0.063 -0.003
H -0.6493 1.8187 1.2979 0.064 -0.022 0.053
H -2.4128 3.5463 1.3173 -0.006 0.056 0.068
H -3.9513 3.7619 -0.5990 -0.063 0.067 0.002
H -3.7099 2.2658 -2.5464 -0.057 0.012 -0.068
H -1.9405 0.5491 -2.5741 0.027 -0.023 -0.033